[1]
Entry from the Open Molecules 2025 dataset: CHO3Rb as an isolated structure in a non-equilibrium geometry (ωB97M-V/def2-TZVPD).

**ΔE to the lowest compared entry with this formula, charge and spin**: 35.8 kcal/mol
**Net charge**: 0
**HOMO energy**: -8.006 eV

The geometry in XYZ format:
```
6
CHO3Rb, DFT ωB97M-V/def2-TZVPD
Rb 1.62 1.70 -0.53
O -0.62 -0.67 -0.85
C -0.35 -0.46 0.47
O -0.64 -1.29 1.34
O 0.19 0.59 0.75
H -0.20 0.13 -1.18
```

Atomic partial charges in e from the Mulliken method, atoms 1 to 5: 0.95, -0.37, 0.79, -0.65, -0.84


[2]
Entry from the Open Molecules 2025 dataset: a 2-piece molecular cluster, CHO3S overall in a non-equilibrium geometry (ωB97M-V/def2-TZVPD).

**ΔE to the lowest compared entry with this formula, charge and spin**: 48.8 kcal/mol
**Net charge**: -1
**HOMO energy (spin up / spin down)**: -4.381 / -5.005 eV

The geometry in XYZ format:
```
6
CHO3S, DFT ωB97M-V/def2-TZVPD
C -0.13 -0.08 -0.91
O 0.71 0.71 -0.14
O -0.06 0.07 -2.12
O -0.85 -0.82 -0.26
S -0.19 -0.64 2.62
H 0.52 0.77 0.80
```

Atomic partial charges in e from the Mulliken method, atoms 1 to 5: 0.74, -0.45, -0.68, -0.60, -0.25


[3]
Entry from the Open Molecules 2025 dataset: an isolated ion of composition CHO3S and charge -1 in a non-equilibrium geometry (ωB97M-V/def2-TZVPD).

**ΔE to the lowest compared entry with this formula, charge and spin**: 5.1 kcal/mol
**Net charge**: -1
**Structure (SMILES)**: O=C(O)O[S-]
**HOMO energy**: -3.848 eV

The geometry in XYZ format:
```
6
CHO3S, DFT ωB97M-V/def2-TZVPD
C -0.74 0.27 1.66
O 0.51 -0.12 1.34
O -0.98 0.57 2.77
O -1.58 0.36 0.72
S -0.92 0.25 -1.07
H 0.46 -0.20 0.42
```

Atomic partial charges in e from the Mulliken method, atoms 1 to 5: 0.78, -0.41, -0.60, -0.42, -0.55


[4]
Entry from the Open Molecules 2025 dataset: CHO3Tl as an isolated structure in a non-equilibrium geometry (ωB97M-V/def2-TZVPD).

**ΔE to the lowest compared entry with this formula, charge and spin**: 4.7 kcal/mol
**Net charge**: +2
**HOMO energy**: -21.675 eV

The geometry in XYZ format:
```
6
CHO3Tl, DFT ωB97M-V/def2-TZVPD
Tl -1.49 3.17 -3.28
O 0.75 -1.45 1.12
C 0.27 -0.28 0.75
O -0.21 -0.27 -0.45
O 0.34 0.76 1.48
H 0.34 -1.92 0.39
```

Atomic partial charges in e from the Mulliken method, atoms 1 to 5: 1.00, -0.17, 0.83, -0.08, 0.03